# 1
{
  "formula": "C4H8N2O3S",
  "method": "ωB97M-V with the def2-TZVPD basis set",
  "spin_multiplicity": 3,
  "total_charge": 0,
  "energy_ha": -890.250208,
  "lumo_ev": [0.7, -1.9],
  "relative_energy_kj_mol": 555.27,
  "e_homo_ev": [-4.756, -9.812],
  "elements": ["C", "C", "C", "C", "N", "N", "O", "O", "O", "S", "H", "H", "H", "H", "H", "H", "H", "H"],
  "coordinates": [[-0.6797, 0.6993, -0.6885], [-1.5001, -0.1134, -1.3936], [-0.4982, 2.6875, 0.7004], [1.5306, -2.4333, 0.1113], [0.6258, 0.5136, -0.1723], [1.5688, -0.2989, -0.8275], [2.8073, 1.6932, 0.4620], [-1.1650, 1.8855, -0.2817], [2.2090, -1.1306, 0.1114], [1.9781, 1.3954, -0.6520], [-2.5566, 0.0364, -1.6413], [-1.1952, -0.9598, -1.9902], [-1.3068, 3.2342, 1.3849], [0.2441, 3.2875, 0.0903], [0.0073, 1.9337, 1.2297], [0.7023, -2.2867, 0.6835], [2.3831, -3.2007, 0.3945], [1.2829, -2.7893, -0.8801]],
  "forces_ev_per_a": [[5.30, 4.21, 4.47], [-4.35, -4.53, -4.15], [-0.99, 0.84, -0.53], [4.77, -0.59, -1.50], [-3.45, -0.90, 0.64], [-0.13, -1.40, -0.96], [0.99, 0.49, 1.76], [-2.18, 0.47, -0.84], [0.07, -0.46, -0.42], [1.27, 0.41, -2.42], [0.52, 0.70, 0.82], [0.81, 0.07, 0.14], [1.93, -0.93, -1.93], [-1.03, 0.12, 1.43], [1.03, -0.13, 1.64], [-2.24, -0.49, 1.99], [-2.06, 1.63, 0.34], [-0.27, 0.49, -0.49]]
}

***

# 2
{
  "formula": "C12H13F6N3OS",
  "method": "ωB97M-V with the def2-TZVPD basis set",
  "total_charge": 0,
  "energy_ha": -1702.037385,
  "lumo_ev": 0.5,
  "e_homo_ev": -8.041,
  "smiles": "CC(=O)NC(Nc1nc2c(s1)CCCC2)(C(F)(F)F)C(F)(F)F",
  "elements": ["C", "C", "O", "N", "C", "N", "C", "N", "C", "C", "S", "C", "H", "C", "C", "C", "H", "H", "H", "H", "H", "H", "H", "H", "C", "F", "F", "F", "C", "F", "F", "F", "H", "H", "H", "H"],
  "coordinates": [[2.1586, 3.2442, 0.8892], [2.1821, 2.0741, -0.0566], [1.9066, 2.1111, -1.2213], [2.5629, 0.9038, 0.5899], [2.6455, -0.3819, -0.0504], [1.5430, -0.6627, -0.9073], [0.2147, -0.5505, -0.5688], [-0.6973, -1.1859, -1.2072], [-1.9445, -0.8783, -0.7452], [-1.9888, 0.0119, 0.2769], [-0.3726, 0.5159, 0.6981], [-3.2220, 0.4851, 0.9607], [-3.1733, 1.5630, 1.1314], [-4.4360, 0.1331, 0.0968], [-4.3515, -1.3148, -0.3836], [-3.1689, -1.4956, -1.3348], [-2.9793, -2.5517, -1.5324], [-3.3783, -1.0150, -2.2949], [-5.2761, -1.5949, -0.8906], [-4.2273, -1.9716, 0.4798], [-5.3493, 0.2871, 0.6737], [-4.4666, 0.7959, -0.7701], [-3.3061, 0.0017, 1.9401], [1.7001, -1.2611, -1.7061], [3.9474, -0.4685, -0.9124], [4.0251, -1.6269, -1.5754], [5.0361, -0.3755, -0.1425], [4.0257, 0.4993, -1.8132], [2.7734, -1.4564, 1.0874], [3.7217, -1.1385, 1.9769], [3.0580, -2.6628, 0.6049], [1.6359, -1.5664, 1.7748], [2.7551, 0.9467, 1.5793], [3.1318, 3.3721, 1.3567], [1.9017, 4.1410, 0.3339], [1.4127, 3.0734, 1.6623]],
  "forces_ev_per_a": [[-0.11, 0.20, -0.21], [0.23, -0.10, 0.47], [-0.10, 0.30, -0.41], [0.02, -0.21, 0.01], [0.29, -0.21, -0.04], [0.11, -0.28, -0.08], [0.08, 0.51, 0.61], [0.41, -0.46, -0.59], [-0.29, 0.52, 0.55], [0.26, -0.14, -0.19], [-0.41, -0.41, -0.42], [-0.12, 0.09, 0.08], [-0.06, 0.00, 0.05], [0.02, -0.13, 0.21], [-0.02, 0.15, -0.23], [-0.03, -0.05, 0.10], [0.00, 0.00, -0.05], [-0.03, -0.06, -0.05], [-0.02, -0.06, 0.05], [-0.04, -0.07, 0.04], [-0.02, 0.06, -0.04], [-0.04, 0.06, -0.03], [-0.07, 0.07, 0.03], [0.06, 0.02, 0.10], [0.28, 0.08, -0.15], [-0.17, -0.25, -0.12], [-0.01, 0.00, 0.22], [-0.21, 0.21, -0.05], [-0.07, -0.16, 0.19], [0.21, 0.19, 0.14], [0.03, 0.00, -0.20], [-0.24, 0.12, -0.04], [0.04, -0.03, -0.13], [0.08, 0.02, 0.08], [0.00, 0.00, 0.00], [-0.06, 0.00, 0.11]]
}

***

# 3
{
  "formula": "C4H9NO",
  "method": "ωB97M-V with the def2-TZVPD basis set",
  "total_charge": 0,
  "energy_ha": -287.766786,
  "lumo_ev": 0.9,
  "relative_energy_kj_mol": 172.41,
  "e_homo_ev": -9.791,
  "smiles": "CCCC(N)=O",
  "elements": ["C", "C", "C", "C", "O", "N", "H", "H", "H", "H", "H", "H", "H", "H", "H"],
  "coordinates": [[2.1439, 0.3349, -0.3316], [0.7900, -0.1107, -0.8512], [-0.2093, -0.6448, 0.2356], [-1.2947, 0.3516, 0.4489], [-0.8957, 1.4826, 0.6980], [-2.6021, -0.0005, 0.4478], [2.8077, 0.6734, -1.1379], [2.6297, -0.4965, 0.1923], [1.9765, 1.1709, 0.3531], [0.3236, 0.7462, -1.3693], [0.9294, -0.8933, -1.6227], [-0.2296, -1.7337, 0.2615], [-0.2953, -0.4940, 1.4060], [-3.2170, 0.5755, 0.9941], [-2.8572, -0.9615, 0.2754]],
  "forces_ev_per_a": [[0.08, 0.03, 0.14], [0.05, -0.01, 0.40], [0.04, 0.05, 1.33], [-0.58, 0.78, -1.12], [-0.86, -0.01, -0.16], [-0.13, -0.39, 0.14], [-0.17, -0.11, 0.14], [0.05, 0.26, 0.02], [0.23, -0.16, 0.04], [0.02, -0.41, 0.35], [-0.22, 0.15, 0.52], [-1.21, -0.04, -0.75], [2.92, -0.47, -1.06], [-0.23, 0.09, -0.11], [0.02, 0.23, 0.11]]
}

***

# 4
{
  "formula": "C4H5N2O4S2",
  "method": "ωB97M-V with the def2-TZVPD basis set",
  "total_charge": -1,
  "energy_ha": -1362.281707,
  "lumo_ev": 3.2,
  "e_homo_ev": -5.628,
  "elements": ["C", "C", "C", "C", "N", "N", "O", "O", "O", "O", "S", "S", "H", "H", "H", "H", "H"],
  "coordinates": [[0.6553, 0.2685, -1.1915], [0.8412, 1.0767, -0.0499], [-0.5955, -0.0065, -2.0381], [0.9484, -0.9515, 2.0162], [1.7506, -0.4478, -1.5938], [2.7245, -0.1527, -0.8790], [-0.5281, -0.3855, 3.8074], [0.7652, 1.5783, 2.8003], [-1.2820, 0.7482, 1.7639], [0.6347, -1.7753, 1.1855], [2.4289, 0.8833, 0.4325], [-0.1492, 0.4294, 2.5879], [-1.2335, 0.8150, -2.1951], [-0.2997, -0.3590, -2.9248], [-1.2061, -0.8056, -1.5173], [1.8476, -1.0368, 2.7243], [0.0713, 1.6260, 0.4822]],
  "forces_ev_per_a": [[-1.84, 0.71, 0.28], [-0.83, -0.85, -2.39], [-0.55, -0.35, 4.86], [-0.56, -0.82, -0.37], [-1.20, 1.36, 0.36], [3.53, -0.57, 1.47], [0.74, 1.75, -1.63], [-0.74, -1.09, 0.06], [-0.52, -0.11, -0.77], [0.61, 0.77, 0.98], [0.02, -0.23, -1.34], [0.71, -1.27, 3.65], [-0.67, 1.25, 0.06], [1.20, -1.44, -3.43], [0.60, 0.81, -0.54], [-0.87, 0.11, -0.82], [0.37, -0.01, -0.43]]
}